Computed, not measured: a gas-phase ion, C8H12N3 (charge +1) at a distorted geometry, with wB97M-V/def2-TZVPD.

Properties
* gap between HOMO and LUMO: 7.72 eV
* highest occupied orbital energy: -13.85 eV
* relative energy (zero: lowest compared OMol25 entry of this formula, charge and spin): 486.1 kJ/mol

Structure (ORCA input):
```
! RIJCOSX wB97M-V def2-TZVPD def2/J DEFGRID3
* xyz 1 1
C -0.82 -0.69 1.10
C 0.58 -0.13 0.91
C -0.91 0.98 -0.61
C -1.51 -0.25 -0.08
C 0.24 1.32 0.25
C 1.17 -0.93 -0.34
C -2.91 -0.67 -0.41
C 2.55 -1.46 -0.22
N -0.74 -0.15 -1.40
N 0.47 -0.81 -1.34
N 1.21 1.84 -0.65
H -1.25 -1.21 1.95
H 1.20 -0.28 1.78
H -1.52 1.68 -1.12
H 0.00 2.02 1.09
H -2.89 -1.35 -1.30
H -3.58 0.17 -0.58
H -3.31 -1.24 0.45
H 3.10 -0.58 -0.05
H 2.81 -2.15 -1.05
H 2.62 -2.19 0.68
H 2.02 2.15 -0.24
H 1.34 1.35 -1.52
*
```

Computed, not measured: a gas-phase ion, C8H12N3O (charge +1) at a distorted geometry, with wB97M-V/def2-TZVPD.

Properties
* gap between HOMO and LUMO: 9.58 eV
* SMILES string: C/[N+]1=C/C/C=C2/CCN(N2)C1=O
* highest occupied orbital energy: -13.82 eV
* relative energy (zero: lowest compared OMol25 entry of this formula, charge and spin): 365.5 kJ/mol

Structure (ORCA input):
```
! RIJCOSX wB97M-V def2-TZVPD def2/J DEFGRID3
* xyz 1 1
C -2.47 -1.62 -0.24
N -1.42 -0.66 -0.45
C -1.51 0.63 -0.30
C -0.73 1.71 -0.95
C 0.72 1.42 -0.99
C 1.24 0.95 0.14
C 2.53 0.34 0.61
C 2.03 -1.07 0.88
N 0.53 -0.97 0.76
N 0.23 0.38 1.11
C -0.08 -1.36 -0.45
O 0.39 -2.28 -1.06
H -2.47 -1.91 0.73
H -3.49 -1.15 -0.30
H -2.24 -2.45 -0.89
H -2.39 0.92 0.26
H -0.98 2.69 -0.53
H -1.11 1.66 -2.01
H 1.50 1.48 -1.76
H 3.27 0.22 -0.17
H 2.88 0.75 1.47
H 2.26 -1.91 0.33
H 2.37 -1.41 1.96
H 0.44 0.51 2.07
*
```